The following is a quantum chemistry calculation of 10 unconnected molecules or ions with the total composition C39H102N4O17, from OMol25.

Each atom is followed by the atoms it is bonded to, with distances in Å.
Cartesian coordinates (Å):
1 C 4.81005 0.10750 -3.25596  O2 1.422, H10 1.090, H11 1.090, H12 1.090
2 O 3.91350 -0.39227 -4.23972  C1 1.422, C3 1.433
3 C 3.45700 -1.74511 -4.11385  O2 1.433, C4 1.593, H13 1.090, H14 1.090
4 C 2.33659 -1.95645 -5.22641  C3 1.593, N5 1.500, H15 1.090, H16 1.090
5 N 1.02695 -1.42669 -4.72366  C4 1.500, C6 1.477, H17 1.010
6 C 0.01349 -1.69620 -5.76347  N5 1.477, C7 1.590, H18 1.090, H19 1.090
7 C -1.43930 -1.52280 -5.14024  C6 1.590, O8 1.416, H20 1.090, H21 1.090
8 O -2.39329 -1.22313 -6.14352  C7 1.416, C9 1.404
9 C -2.25322 0.05186 -6.71541  O8 1.404, H22 1.090, H23 1.090, H24 1.090
10 H 5.00218 1.15075 -3.50658  C1 1.090
11 H 5.69072 -0.53374 -3.21961  C1 1.090
12 H 4.44684 0.02619 -2.23147  C1 1.090
13 H 3.18873 -2.07960 -3.11172  C3 1.090
14 H 4.32156 -2.32479 -4.43727  C3 1.090
15 H 2.38765 -3.04422 -5.17884  C4 1.090
16 H 2.55832 -1.56478 -6.21917  C4 1.090
17 H 0.68583 -1.87896 -3.88747  N5 1.010
18 H -0.02623 -2.76548 -5.97123  C6 1.090
19 H 0.21062 -1.19293 -6.71001  C6 1.090
20 H -1.41301 -0.86034 -4.27504  C7 1.090
21 H -1.68434 -2.40503 -4.54886  C7 1.090
22 H -3.00176 0.19543 -7.49462  C9 1.090
23 H -1.33271 0.20261 -7.27934  C9 1.090
24 H -2.37381 0.86965 -6.00493  C9 1.090
25 C -0.42716 -3.49626 -0.49023  O26 1.390, H34 1.090, H35 1.090, H36 1.090
26 O 0.42834 -2.40121 -0.48400  C25 1.390, C27 1.442
27 C -0.09054 -1.35709 0.36409  O26 1.442, C28 1.523, H37 1.090, H38 1.090
28 C 0.86557 -0.17969 0.23059  C27 1.523, N29 1.459, H39 1.090, H40 1.090
29 N 0.27294 1.04814 0.74993  C28 1.459, C30 1.466, H41 1.010
30 C 0.87023 2.28969 0.24996  N29 1.466, C31 1.536, H42 1.090, H43 1.090
31 C 0.22074 3.49317 0.95008  C30 1.536, O32 1.451, H44 1.090, H45 1.090
32 O 0.62027 3.60769 2.34024  C31 1.451, C33 1.465
33 C 0.30842 4.84844 3.05386  O32 1.465, H46 1.090, H47 1.090, H48 1.090
34 H -1.48508 -3.24569 -0.56847  C25 1.090
35 H -0.31730 -3.98186 0.47942  C25 1.090
36 H -0.19042 -4.21348 -1.27614  C25 1.090
37 H -0.11226 -1.76356 1.37523  C27 1.090
38 H -1.15106 -1.12563 0.26495  C27 1.090
39 H 1.01837 0.05084 -0.82374  C28 1.090
40 H 1.81653 -0.41279 0.70959  C28 1.090
41 H 0.11912 0.91217 1.73884  N29 1.010
42 H 0.61470 2.46777 -0.79460  C30 1.090
43 H 1.93280 2.26284 0.49147  C30 1.090
44 H -0.86140 3.45102 0.82641  C31 1.090
45 H 0.54049 4.42537 0.48440  C31 1.090
46 H 0.89360 4.87238 3.97316  C33 1.090
47 H -0.71190 4.81613 3.43596  C33 1.090
48 H 0.48991 5.69224 2.38816  C33 1.090
49 C 6.71228 -6.28340 1.13739  O50 1.413, H58 1.090, H59 1.090, H60 1.090
50 O 6.57737 -7.62703 0.72241  C49 1.413, C51 1.416
51 C 5.36975 -7.99006 0.07786  O50 1.416, C52 1.525, H61 1.090, H62 1.090
52 C 5.51377 -9.45270 -0.32828  C51 1.525, N53 1.444, H63 1.090, H64 1.090
53 N 5.89176 -9.71414 -1.69709  C52 1.444, C54 1.529, H65 1.010
54 C 7.35670 -9.37349 -1.97452  N53 1.529, C55 1.546, H66 1.090, H67 1.090
55 C 8.31590 -10.42503 -1.36988  C54 1.546, O56 1.434, H68 1.090, H69 1.090
56 O 9.58571 -10.48483 -2.03328  C55 1.434, C57 1.420
57 C 10.38306 -11.56242 -1.56536  O56 1.420, H70 1.090, H71 1.090, H72 1.090
58 H 5.87993 -5.62434 0.89053  C49 1.090
59 H 7.57088 -5.82810 0.64382  C49 1.090
60 H 6.70120 -6.14952 2.21908  C49 1.090
61 H 5.01730 -7.46081 -0.80745  C51 1.090
62 H 4.55395 -8.12392 0.78826  C51 1.090
63 H 4.57330 -9.96434 -0.12374  C52 1.090
64 H 6.24042 -10.04295 0.23001  C52 1.090
65 H 5.88491 -10.71481 -1.83391  N53 1.010
66 H 7.61035 -8.34364 -1.72320  C54 1.090
67 H 7.54266 -9.50269 -3.04074  C54 1.090
68 H 7.83338 -11.40206 -1.34354  C55 1.090
69 H 8.59399 -10.09685 -0.36835  C55 1.090
70 H 11.35933 -11.67569 -2.03671  C57 1.090
71 H 9.82440 -12.49836 -1.56239  C57 1.090
72 H 10.51177 -11.29557 -0.51640  C57 1.090
73 C -3.62689 5.55240 10.85231  O74 1.446, H82 1.090, H83 1.090, H84 1.090
74 O -3.62385 6.22238 9.57100  C73 1.446, C75 1.480
75 C -4.47181 7.35943 9.14984  O74 1.480, C76 1.562, H85 1.090, H86 1.090
76 C -3.64407 8.03697 8.01172  C75 1.562, N77 1.438, H87 1.090, H88 1.090
77 N -2.76756 9.13175 8.32986  C76 1.438, C78 1.473, H89 1.010
78 C -1.61985 8.37091 8.85184  N77 1.473, C79 1.566, H90 1.090, H91 1.090
79 C -0.26604 9.15007 8.74436  C78 1.566, O80 1.427, H92 1.090, H93 1.090
80 O 0.38183 9.23710 7.47607  C79 1.427, C81 1.489
81 C 0.39027 10.57675 6.82695  O80 1.489, H94 1.090, H95 1.090, H96 1.090
82 H -4.68487 5.48584 11.10599  C73 1.090
83 H -3.16216 6.17103 11.62005  C73 1.090
84 H -3.28631 4.51743 10.88295  C73 1.090
85 H -4.64107 8.15516 9.87528  C75 1.090
86 H -5.43339 7.00032 8.78307  C75 1.090
87 H -4.37726 8.70472 7.55935  C76 1.090
88 H -3.29713 7.37581 7.21762  C76 1.090
89 H -2.35045 9.35483 7.43747  N77 1.010
90 H -1.41899 7.43028 8.33902  C78 1.090
91 H -1.88717 8.14442 9.88399  C78 1.090
92 H 0.44367 8.66926 9.41759  C79 1.090
93 H -0.47280 10.08808 9.25963  C79 1.090
94 H 1.02154 10.57340 5.93837  C81 1.090
95 H 1.02979 11.22208 7.42917  C81 1.090
96 H -0.57114 11.00408 6.54202  C81 1.090
97 C 2.70376 2.78085 -7.85503  C98 1.576, H101 1.090, H102 1.090, H103 1.090
98 C 2.32073 4.05908 -7.01690  C97 1.576, C99 1.528, O100 1.420, H104 1.090
99 C 0.87422 4.44597 -7.32021  C98 1.528, H105 1.090, H106 1.090, H107 1.090
100 O 2.31597 3.71541 -5.63921  C98 1.420, H108 0.960
101 H 3.76408 2.66357 -7.63127  C97 1.090
102 H 2.78880 2.99928 -8.91953  C97 1.090
103 H 2.09425 1.93833 -7.52828  C97 1.090
104 H 2.92823 4.89971 -7.35214  C98 1.090
105 H 0.60726 4.61341 -8.36366  C99 1.090
106 H 0.69211 5.37947 -6.78774  C99 1.090
107 H 0.19375 3.69540 -6.91808  C99 1.090
108 H 2.87088 2.93390 -5.58518  O100 0.960
109 C -5.85354 2.49690 0.71029  C110 1.553, H113 1.090, H114 1.090, H115 1.090
110 C -5.57503 1.05746 1.22301  C109 1.553, C111 1.492, O112 1.526, H116 1.090
111 C -4.69313 1.06828 2.42673  C110 1.492, H117 1.090, H118 1.090, H119 1.090
112 O -6.81093 0.30704 1.71158  C110 1.526, H120 0.960
113 H -6.14804 3.09839 1.57028  C109 1.090
114 H -6.69912 2.43942 0.02490  C109 1.090
115 H -4.98837 2.79761 0.11938  C109 1.090
116 H -5.17388 0.54160 0.35062  C110 1.090
117 H -3.65922 1.39614 2.31876  C111 1.090
118 H -4.69407 0.20192 3.08818  C111 1.090
119 H -5.10192 1.80599 3.11722  C111 1.090
120 H -7.37761 0.28760 0.93693  O112 0.960
121 C -6.21524 -7.34025 -3.15425  C122 1.557, H125 1.090, H126 1.090, H127 1.090
122 C -7.07899 -8.20868 -2.19231  C121 1.557, C123 1.591, O124 1.345, H128 1.090
123 C -6.92546 -7.80572 -0.66069  C122 1.591, H129 1.090, H130 1.090, H131 1.090
124 O -8.40778 -8.05645 -2.33022  C122 1.345, H132 0.960
125 H -5.80425 -7.88659 -4.00320  C121 1.090
126 H -5.35028 -6.91743 -2.64321  C121 1.090
127 H -6.75856 -6.46181 -3.50247  C121 1.090
128 H -6.75353 -9.24840 -2.22646  C122 1.090
129 H -7.87068 -7.79323 -0.11801  C123 1.090
130 H -6.35803 -6.87532 -0.63877  C123 1.090
131 H -6.30387 -8.61748 -0.28284  C123 1.090
132 H -8.41198 -7.98645 -3.28765  O124 0.960
133 O -0.85338 -7.39610 -7.24601  C134 1.433, H137 0.960
134 C -1.61023 -8.25548 -8.10726  O133 1.433, C135 1.577, H138 1.090, H139 1.090
135 C -1.03600 -8.13388 -9.57042  C134 1.577, O136 1.423, H140 1.090, H141 1.090
136 O -2.00452 -8.78931 -10.38106  C135 1.423, H142 0.960
137 H -0.21893 -7.96006 -6.79766  O133 0.960
138 H -1.54978 -9.30442 -7.81709  C134 1.090
139 H -2.58827 -7.77436 -8.09993  C134 1.090
140 H 0.00436 -8.45640 -9.61203  C135 1.090
141 H -1.04329 -7.05019 -9.68725  C135 1.090
142 H -1.76151 -8.67191 -11.30234  O136 0.960
143 O -0.95023 11.74542 1.48789  C144 1.476, H147 0.960
144 C -2.32690 11.94000 0.99095  O143 1.476, C145 1.571, H148 1.090, H149 1.090
145 C -3.39831 11.91992 2.13981  C144 1.571, O146 1.425, H150 1.090, H151 1.090
146 O -3.42376 13.22304 2.71623  C145 1.425, H152 0.960
147 H -0.46041 11.88616 0.67433  O143 0.960
148 H -2.43801 12.83823 0.38355  C144 1.090
149 H -2.31138 11.10537 0.29006  C144 1.090
150 H -3.08786 11.27476 2.96170  C145 1.090
151 H -4.38968 11.63717 1.78578  C145 1.090
152 H -2.67601 13.58024 3.20086  O146 0.960
153 O 0.51187 1.37906 5.70537  C154 1.467, H157 0.960
154 C -0.11737 1.50833 7.02457  O153 1.467, C155 1.584, H158 1.090, H159 1.090
155 C 0.68623 2.53904 7.91954  C154 1.584, O156 1.386, H160 1.090, H161 1.090
156 O 1.86317 1.93155 8.32799  C155 1.386, H162 0.960
157 H 1.00952 2.17921 5.52175  O153 0.960
158 H -1.14634 1.80978 6.82839  C154 1.090
159 H -0.21903 0.54886 7.53171  C154 1.090
160 H 0.04016 2.89759 8.72087  C155 1.090
161 H 0.89931 3.40456 7.29219  C155 1.090
162 H 2.59024 2.06905 7.71639  O156 0.960

Output
structure (SMILES)	COCCNCCOC.COCCNCCOC.COCCNCCOC.COCCNCCOC.CC(C)O.CC(C)O.CC(C)O.OCCO.OCCO.OCCO
gap between HOMO and LUMO	8.86	eV
F_max	0.0889	Eh/bohr
energy above the lowest of the compared OMol25 structures with the same formula, charge and spin	701.6	kJ/mol
LUMO energy	0.33	eV